Molecular formula: C25H40BCsN2O4S4SbSe
Method: DFT, ωB97M-V/def2-TZVPD

Results
Maximum force, eV/A: 2.62
LUMO energy (alpha / beta), eV: 2.972 / 3.014
Relative energy (zero: lowest compared OMol25 entry of this formula, charge and spin), kcal/mol: 0.0
Total energy, a.u.: -5666.478056

The geometry in ORCA input format:
```
! wB97M-V def2-TZVPD RIJCOSX def2/J DEFGRID3
* xyz -2 2
Cs -0.504 -0.716 1.596
C 3.662 -0.642 3.148
C 3.545 0.720 2.503
C 3.031 1.828 3.213
C 2.940 3.082 2.613
C 3.357 3.253 1.286
C 3.865 2.168 0.567
C 3.945 0.907 1.155
H 4.607 -0.753 3.730
H 3.649 -1.436 2.378
H 2.809 -0.817 3.840
H 2.689 1.685 4.251
H 2.541 3.928 3.183
H 3.291 4.234 0.790
H 4.201 2.308 -0.468
H 4.326 0.049 0.572
S -4.307 -2.986 3.934
Sb -2.998 -1.142 4.623
S -3.226 0.588 2.980
S -0.685 -1.690 4.753
C 1.714 1.805 -2.709
C 0.259 2.170 -2.467
O -0.520 1.085 -3.058
C -1.957 1.262 -2.821
C -2.613 -0.035 -3.222
H 2.411 2.526 -2.250
H 1.930 1.787 -3.800
H 1.942 0.792 -2.309
H -0.004 3.132 -2.957
H -0.021 2.269 -1.399
H -2.332 2.080 -3.439
H -2.147 1.506 -1.753
H -2.308 -0.338 -4.243
H -3.717 0.039 -3.219
H -2.356 -0.862 -2.527
C -4.760 -0.366 0.299
S -3.705 -1.583 1.080
C -4.511 -3.045 0.486
O -2.409 -1.551 0.166
H -5.766 -0.422 0.766
H -4.827 -0.670 -0.773
H -4.331 0.634 0.433
H -5.587 -2.981 0.744
H -4.065 -3.917 1.006
H -4.339 -3.036 -0.616
Se -2.471 4.376 -1.075
N -1.365 3.700 0.211
C -1.346 4.594 1.205
C -0.607 4.442 2.424
C -0.687 5.466 3.349
C -1.477 6.647 3.140
C -2.230 6.870 2.011
C -2.196 5.859 0.986
N -2.848 5.907 -0.180
H 0.008 3.552 2.540
H -0.127 5.404 4.296
H -1.472 7.385 3.948
H -2.834 7.756 1.831
C 2.868 -5.349 -0.859
C 1.628 -4.492 -0.976
C 0.393 -5.353 -0.817
O 1.668 -3.556 0.265
B 1.953 -2.378 -0.269
O 2.063 -2.170 -1.564
C 1.610 -3.514 -2.179
C 0.231 -3.239 -2.757
C 2.600 -3.858 -3.267
H 2.864 -5.921 0.094
H 3.791 -4.745 -0.925
H 2.868 -6.087 -1.689
H 0.523 -6.012 0.069
H 0.327 -6.020 -1.700
H -0.540 -4.765 -0.729
H -0.495 -2.918 -1.974
H -0.184 -4.143 -3.254
H 0.290 -2.426 -3.515
H 3.647 -3.859 -2.923
H 2.488 -3.138 -4.114
H 2.340 -4.863 -3.666
*
```

Molecular formula: C5H7N3
Method: DFT, ωB97M-V/def2-TZVPD

Results
Maximum force, eV/A: 6.97
LUMO energy, eV: -0.053
Relative energy (zero: lowest compared OMol25 entry of this formula, charge and spin), kcal/mol: 193.6
Total energy, a.u.: -358.709793

The geometry in ORCA input format:
```
! wB97M-V def2-TZVPD RIJCOSX def2/J DEFGRID3
* xyz 0 1
C -0.682 0.620 -0.006
C -1.881 0.086 -0.137
C -1.753 -1.306 -0.066
C -0.291 -1.428 0.163
C 2.716 -0.370 -0.257
H -0.719 2.461 1.249
H 0.487 2.057 -0.297
H -2.687 0.642 -0.765
H -2.091 -2.358 -0.291
H 0.136 -2.392 -0.188
H 2.575 -1.512 -0.128
H 3.858 -0.023 -0.752
N -0.545 2.107 -0.184
N 0.332 -0.223 0.419
N 1.611 0.332 0.192
*
```

Molecular formula: C19H27CaCl2N6O9
Method: DFT, ωB97M-V/def2-TZVPD

Results
Maximum force, eV/A: 3.52
LUMO energy, eV: 2.301
Relative energy (zero: lowest compared OMol25 entry of this formula, charge and spin), kcal/mol: 52.2
Total energy, a.u.: -3343.977087

The geometry in ORCA input format:
```
! wB97M-V def2-TZVPD RIJCOSX def2/J DEFGRID3
* xyz -1 1
Ca -0.001 0.697 0.138
C 1.509 -3.457 -1.514
C 0.248 -3.141 -0.698
N 0.402 -1.985 0.184
C 1.393 -2.116 1.251
C 2.552 -1.152 1.007
N 2.047 0.220 1.053
C 3.080 1.251 0.907
C 3.519 1.447 -0.548
C 2.543 2.267 -1.401
N 1.236 1.634 -1.634
C 1.021 1.156 -3.009
C 1.767 -0.143 -3.297
N 1.107 -1.256 -2.648
C 1.836 -2.507 -2.688
H 2.360 -3.487 -0.830
H 1.397 -4.469 -1.909
H -0.583 -2.931 -1.373
H 0.001 -4.044 -0.119
H -0.504 -1.764 0.587
H 0.928 -1.867 2.206
H 1.772 -3.141 1.324
H 3.345 -1.316 1.754
H 2.974 -1.338 0.016
H 1.596 0.341 1.962
H 2.672 2.194 1.278
H 3.964 1.001 1.511
H 4.464 1.997 -0.534
H 3.712 0.476 -1.013
H 2.394 3.218 -0.886
H 3.024 2.494 -2.361
H 0.515 2.338 -1.474
H -0.046 0.961 -3.125
H 1.327 1.916 -3.741
H 1.782 -0.321 -4.378
H 2.822 -0.040 -2.984
H 0.866 -1.014 -1.698
H 1.606 -3.002 -3.638
H 2.926 -2.333 -2.692
O -3.266 1.402 -1.291
C -2.601 0.597 -0.647
O -1.472 0.102 -0.998
C -3.174 0.080 0.675
C -4.529 0.002 0.806
C -5.122 -0.526 1.965
C -4.332 -1.031 2.976
C -2.955 -0.975 2.869
C -2.298 -0.321 1.753
O -1.052 -0.101 1.733
N -2.199 -1.578 3.937
O -1.048 -1.933 3.736
O -2.769 -1.778 5.005
N -6.552 -0.576 2.085
O -7.037 -1.090 3.087
O -7.229 -0.111 1.179
H -5.155 0.346 -0.006
H -4.775 -1.489 3.846
Cl 0.095 5.011 -1.513
C -0.612 4.772 0.109
Cl -2.303 4.297 -0.042
C 0.257 3.708 0.877
O 1.293 4.148 1.371
O -0.183 2.522 0.903
H -0.553 5.736 0.598
*
```

Molecular formula: C3H6BNO2
Method: DFT, ωB97M-V/def2-TZVPD

Results
Maximum force, eV/A: 3.22
LUMO energy, eV: 0.666
Relative energy (zero: lowest compared OMol25 entry of this formula, charge and spin), kcal/mol: 24.0
Total energy, a.u.: -348.048081

The geometry in ORCA input format:
```
! wB97M-V def2-TZVPD RIJCOSX def2/J DEFGRID3
* xyz 0 1
C 2.217 -0.939 0.017
O 0.847 -1.240 -0.071
B -0.001 -0.210 -0.095
C 0.298 1.363 0.150
N 0.301 2.519 0.193
O -1.281 -0.632 -0.288
C -2.397 0.196 0.010
H 2.856 -1.692 0.529
H 2.301 0.110 0.395
H 2.731 -0.914 -1.020
H -3.247 -0.260 -0.481
H -2.272 1.295 -0.408
H -2.354 0.402 1.069
*
```

Molecular formula: C18H10BaCl5N4S4
Method: DFT, ωB97M-V/def2-TZVPD

Results
Maximum force, eV/A: 0.66
LUMO energy, eV: 2.116
Relative energy (zero: lowest compared OMol25 entry of this formula, charge and spin), kcal/mol: 19.9
Total energy, a.u.: -4830.350630

The geometry in ORCA input format:
```
! wB97M-V def2-TZVPD RIJCOSX def2/J DEFGRID3
* xyz -1 1
Ba -1.159 -0.586 0.490
Cl -2.318 2.293 2.266
C -1.616 1.276 3.560
C -1.160 0.033 3.199
C -0.642 -0.715 4.227
Cl -0.066 -2.356 3.828
C -0.548 -0.282 5.544
Cl 0.128 -1.279 6.788
C -1.018 0.997 5.854
Cl -0.921 1.587 7.476
C -1.567 1.794 4.850
Cl -2.166 3.376 5.227
S 0.130 -2.783 -0.996
C -0.478 -2.719 -2.677
C -0.143 -3.810 -3.495
C -0.542 -3.914 -4.815
C -1.317 -2.898 -5.366
C -1.660 -1.815 -4.579
C -1.262 -1.684 -3.238
S -1.761 -0.189 -2.399
H 0.455 -4.596 -3.051
H -0.254 -4.778 -5.402
H -1.650 -2.947 -6.396
H -2.262 -1.015 -4.995
N 2.586 -1.866 1.192
C 2.711 -0.571 0.771
N 1.712 0.220 0.496
C 2.190 1.440 0.040
C 3.531 1.593 0.055
S 4.277 0.134 0.575
C 1.232 2.438 -0.476
C 1.564 3.628 -1.025
S 0.156 4.391 -1.653
C -0.789 3.061 -1.089
N -0.118 2.138 -0.470
N -2.151 3.004 -1.291
H 1.770 -2.335 0.810
H 3.408 -2.431 1.056
H 4.113 2.447 -0.247
H 2.539 4.069 -1.140
H -2.477 3.601 -2.035
H -2.457 2.051 -1.467
*
```

Repeat the fourth record exactly.
Molecular formula: C3H6BNO2
Method: DFT, ωB97M-V/def2-TZVPD

Results
Maximum force, eV/A: 3.22
LUMO energy, eV: 0.666
Relative energy (zero: lowest compared OMol25 entry of this formula, charge and spin), kcal/mol: 24.0
Total energy, a.u.: -348.048081

The geometry in ORCA input format:
```
! wB97M-V def2-TZVPD RIJCOSX def2/J DEFGRID3
* xyz 0 1
C 2.217 -0.939 0.017
O 0.847 -1.240 -0.071
B -0.001 -0.210 -0.095
C 0.298 1.363 0.150
N 0.301 2.519 0.193
O -1.281 -0.632 -0.288
C -2.397 0.196 0.010
H 2.856 -1.692 0.529
H 2.301 0.110 0.395
H 2.731 -0.914 -1.020
H -3.247 -0.260 -0.481
H -2.272 1.295 -0.408
H -2.354 0.402 1.069
*
```

Q: Among the records above, which one has the lowest total energy?
A: C25H40BCsN2O4S4SbSe

What did the third record say?
Molecular formula: C19H27CaCl2N6O9
Method: DFT, ωB97M-V/def2-TZVPD

Results
Maximum force, eV/A: 3.52
LUMO energy, eV: 2.301
Relative energy (zero: lowest compared OMol25 entry of this formula, charge and spin), kcal/mol: 52.2
Total energy, a.u.: -3343.977087

The geometry in ORCA input format:
```
! wB97M-V def2-TZVPD RIJCOSX def2/J DEFGRID3
* xyz -1 1
Ca -0.001 0.697 0.138
C 1.509 -3.457 -1.514
C 0.248 -3.141 -0.698
N 0.402 -1.985 0.184
C 1.393 -2.116 1.251
C 2.552 -1.152 1.007
N 2.047 0.220 1.053
C 3.080 1.251 0.907
C 3.519 1.447 -0.548
C 2.543 2.267 -1.401
N 1.236 1.634 -1.634
C 1.021 1.156 -3.009
C 1.767 -0.143 -3.297
N 1.107 -1.256 -2.648
C 1.836 -2.507 -2.688
H 2.360 -3.487 -0.830
H 1.397 -4.469 -1.909
H -0.583 -2.931 -1.373
H 0.001 -4.044 -0.119
H -0.504 -1.764 0.587
H 0.928 -1.867 2.206
H 1.772 -3.141 1.324
H 3.345 -1.316 1.754
H 2.974 -1.338 0.016
H 1.596 0.341 1.962
H 2.672 2.194 1.278
H 3.964 1.001 1.511
H 4.464 1.997 -0.534
H 3.712 0.476 -1.013
H 2.394 3.218 -0.886
H 3.024 2.494 -2.361
H 0.515 2.338 -1.474
H -0.046 0.961 -3.125
H 1.327 1.916 -3.741
H 1.782 -0.321 -4.378
H 2.822 -0.040 -2.984
H 0.866 -1.014 -1.698
H 1.606 -3.002 -3.638
H 2.926 -2.333 -2.692
O -3.266 1.402 -1.291
C -2.601 0.597 -0.647
O -1.472 0.102 -0.998
C -3.174 0.080 0.675
C -4.529 0.002 0.806
C -5.122 -0.526 1.965
C -4.332 -1.031 2.976
C -2.955 -0.975 2.869
C -2.298 -0.321 1.753
O -1.052 -0.101 1.733
N -2.199 -1.578 3.937
O -1.048 -1.933 3.736
O -2.769 -1.778 5.005
N -6.552 -0.576 2.085
O -7.037 -1.090 3.087
O -7.229 -0.111 1.179
H -5.155 0.346 -0.006
H -4.775 -1.489 3.846
Cl 0.095 5.011 -1.513
C -0.612 4.772 0.109
Cl -2.303 4.297 -0.042
C 0.257 3.708 0.877
O 1.293 4.148 1.371
O -0.183 2.522 0.903
H -0.553 5.736 0.598
*
```

Q: What is the formula in the fourth record?
A: C3H6BNO2